Run a
{
  "formula": "C5H10NO",
  "method": "wB97M-V/def2-TZVPD",
  "multiplicity": 3,
  "s_squared": 2.007,
  "total_charge": 1,
  "homo_energy_ev": [-10.2, -15.1],
  "symbols": ["C", "C", "C", "C", "C", "N", "O", "H", "H", "H", "H", "H", "H", "H", "H", "H", "H"],
  "positions_angstrom": [[1.549, -1.418, -1.297], [0.202, 0.706, -1.763], [0.332, 0.595, -0.276], [-0.443, -0.248, 1.968], [-0.882, 0.226, 0.586], [0.903, -0.355, -1.149], [-1.632, 1.408, 0.618], [1.929, -1.959, -0.438], [1.746, -1.810, -2.289], [-0.748, 0.463, -2.227], [0.784, 1.435, -2.313], [1.022, 1.259, 0.237], [0.081, 0.547, 2.492], [0.206, -1.116, 1.895], [-1.314, -0.529, 2.554], [-1.450, -0.573, 0.078], [-2.287, 1.371, 1.325]]
}

Run b
{
  "formula": "C5H10NO",
  "method": "wB97M-V/def2-TZVPD",
  "multiplicity": 3,
  "s_squared": 2.008,
  "total_charge": 1,
  "homo_energy_ev": [-12.3, -13.8],
  "symbols": ["C", "C", "C", "C", "C", "N", "O", "H", "H", "H", "H", "H", "H", "H", "H", "H", "H"],
  "positions_angstrom": [[0.390, -0.240, -1.092], [0.298, -0.122, 1.551], [0.886, -1.729, -0.767], [-0.892, -0.811, 1.116], [-0.332, 0.166, 0.253], [-0.994, 1.491, -0.081], [-0.122, -2.496, -0.367], [1.193, 0.415, -1.439], [-0.377, -0.499, -1.768], [0.257, 0.606, 2.382], [1.370, -0.482, 1.756], [1.103, -2.176, -1.796], [1.727, -1.741, -0.057], [-1.666, -1.521, 1.387], [-1.771, 1.752, 0.529], [-1.379, 1.812, -0.987], [-0.457, 2.332, -0.116]]
}

Run c
{
  "formula": "C5H10NO",
  "method": "wB97M-V/def2-TZVPD",
  "multiplicity": 3,
  "s_squared": 2.007,
  "total_charge": 1,
  "homo_energy_ev": [-11.6, -16.2],
  "symbols": ["C", "C", "C", "C", "C", "N", "O", "H", "H", "H", "H", "H", "H", "H", "H", "H", "H"],
  "positions_angstrom": [[3.712, 1.328, -0.672], [-0.702, -2.185, 0.156], [-1.532, 1.962, 0.161], [0.458, -1.155, 0.119], [-1.218, 0.493, 0.376], [2.761, 0.726, -0.415], [-0.046, 0.184, 0.132], [4.452, 2.073, -0.932], [-1.109, -2.154, 1.069], [-1.442, -2.138, -0.637], [-0.276, -3.133, 0.148], [-2.410, 2.172, 0.794], [-1.951, 1.808, -0.879], [-0.788, 2.575, -0.065], [1.063, -1.141, -0.886], [1.066, -1.257, 1.013], [-2.038, -0.160, 0.518]]
}

Relative stability in kcal/mol, measured from the most stable structure: run a 12.2; run b 0.0; run c 44.2

Run a
{
  "formula": "C6H6N2OS",
  "method": "wB97M-V/def2-TZVPD",
  "multiplicity": 1,
  "total_charge": 0,
  "homo_energy_ev": [-7.3, -7.1],
  "symbols": ["C", "C", "C", "C", "C", "C", "N", "N", "O", "S", "H", "H", "H", "H", "H", "H"],
  "positions_angstrom": [[-2.773, 0.996, -0.305], [-1.806, 0.764, 0.792], [-2.314, 0.230, -1.326], [-0.888, -0.121, 0.284], [2.683, -0.365, 1.414], [2.391, -0.623, -0.937], [2.882, -0.210, 0.117], [0.238, -0.746, 0.704], [-1.164, -0.492, -1.058], [1.077, -0.295, 2.033], [-3.576, 1.570, -0.391], [-1.997, 1.060, 1.822], [-2.507, -0.001, -2.429], [3.530, -0.296, 2.087], [2.715, -0.214, -1.913], [1.511, -1.257, -0.894]]
}

Run b
{
  "formula": "C6H6N2OS",
  "method": "wB97M-V/def2-TZVPD",
  "multiplicity": 1,
  "total_charge": 0,
  "homo_energy_ev": [-8.3, -8.3],
  "symbols": ["C", "C", "C", "C", "C", "C", "N", "N", "O", "S", "H", "H", "H", "H", "H", "H"],
  "positions_angstrom": [[-1.598, -1.447, 0.012], [-1.468, -0.065, -0.030], [-0.498, -2.270, 0.037], [-0.172, 0.444, -0.063], [0.843, -0.462, -0.050], [0.192, 1.909, -0.138], [0.786, -1.788, 0.014], [1.476, 2.065, 0.510], [1.760, -2.561, 0.047], [2.708, 1.083, -0.182], [-2.576, -1.902, 0.027], [-2.327, 0.584, -0.040], [-0.564, -3.345, 0.081], [0.190, 2.207, -1.199], [-0.541, 2.520, 0.397], [1.788, 3.028, 0.576]]
}

Relative stability in kcal/mol, measured from the most stable structure: run a 0.0; run b 5.7

Run a
{
  "formula": "C12H25N3O3",
  "method": "wB97M-V/def2-TZVPD",
  "multiplicity": 1,
  "total_charge": 0,
  "homo_energy_ev": -8.8,
  "symbols": ["C", "C", "C", "C", "C", "N", "C", "O", "C", "N", "C", "C", "C", "C", "N", "C", "O", "O", "H", "H", "H", "H", "H", "H", "H", "H", "H", "H", "H", "H", "H", "H", "H", "H", "H", "H", "H", "H", "H", "H", "H", "H", "H"],
  "positions_angstrom": [[-3.235, 2.021, -1.154], [-4.047, 1.007, -0.356], [-3.343, 0.229, 0.746], [-2.896, 1.206, 1.831], [-2.116, -0.633, 0.238], [-0.954, 0.184, -0.050], [0.359, 0.102, 0.347], [0.983, 1.146, 0.301], [0.918, -1.255, 0.924], [0.674, -2.259, -0.070], [2.409, -1.157, 1.334], [3.501, -1.470, 0.250], [3.650, -0.409, -0.819], [4.133, 0.949, -0.256], [4.309, 2.036, -1.246], [-2.491, -1.543, -0.964], [-3.434, -2.281, -0.908], [-1.659, -1.563, -2.026], [-2.581, 2.592, -0.446], [-2.577, 1.583, -1.865], [-3.868, 2.753, -1.666], [-4.882, 1.540, 0.103], [-4.536, 0.350, -1.078], [-4.051, -0.496, 1.137], [-2.470, 0.708, 2.645], [-2.142, 1.988, 1.522], [-3.802, 1.762, 2.138], [-1.890, -1.338, 1.023], [-1.217, 1.158, -0.212], [0.346, -1.398, 1.824], [-0.285, -2.518, -0.039], [1.109, -3.143, 0.158], [2.484, -1.912, 2.143], [2.623, -0.209, 1.828], [4.444, -1.516, 0.752], [3.323, -2.437, -0.232], [2.692, -0.282, -1.349], [4.331, -0.687, -1.614], [5.039, 0.870, 0.263], [3.322, 1.292, 0.385], [3.594, 2.013, -1.936], [5.190, 1.883, -1.723], [-0.953, -0.865, -1.883]]
}

Run b
{
  "formula": "C12H25N3O3",
  "method": "wB97M-V/def2-TZVPD",
  "multiplicity": 1,
  "total_charge": 0,
  "homo_energy_ev": -9.2,
  "symbols": ["C", "C", "C", "C", "C", "C", "C", "C", "C", "C", "C", "C", "H", "H", "H", "H", "H", "H", "H", "H", "H", "H", "H", "H", "H", "H", "H", "H", "H", "H", "H", "H", "H", "H", "H", "H", "H", "N", "N", "N", "O", "O", "O"],
  "positions_angstrom": [[-1.835, 0.342, -0.294], [-0.843, 0.157, -1.430], [-3.023, -0.575, -0.685], [-4.090, -0.338, 0.283], [-5.253, -1.277, -0.013], [-3.705, -0.355, 1.903], [1.113, 1.032, 0.017], [1.118, 2.590, 0.051], [2.281, 0.265, 0.382], [3.499, 0.385, -0.478], [4.898, -0.095, 0.057], [4.802, -1.518, 0.674], [-2.225, 2.022, -1.606], [-2.974, 2.069, 0.122], [-1.498, -0.039, 0.565], [-3.267, -0.638, -1.725], [-2.678, -1.602, -0.152], [-4.578, 0.643, -0.019], [-6.068, -1.207, 0.723], [-4.884, -2.302, 0.064], [-5.834, -1.250, -1.099], [-2.772, -1.119, 2.052], [-4.732, -0.655, 2.456], [-3.391, 0.781, 2.542], [1.109, 0.352, -1.872], [0.371, 0.793, 0.812], [2.615, 0.554, 1.444], [2.089, -0.829, 0.484], [3.677, 1.540, -0.566], [3.372, -0.080, -1.493], [5.750, -0.030, -0.661], [5.157, 0.445, 1.070], [5.893, -1.809, 0.892], [4.110, -1.510, 1.593], [4.797, -2.202, -1.336], [4.079, -3.358, -0.059], [-0.767, 2.724, -0.254], [-2.075, 1.840, -0.437], [0.425, 0.638, -1.201], [4.197, -2.380, -0.426], [-1.129, -0.436, -2.442], [2.218, 3.185, 0.357], [0.053, 3.247, -0.298]]
}

Relative stability in kcal/mol, measured from the most stable structure: run a 0.0; run b 105.3